Entry 1:
Formula: C42H95N5NiO15
Source: OMol25
Level of theory: wB97M-V/def2-TZVPD

Properties
* total energy: -4567.4219 hartree
* spin multiplicity: 3
* max |F|: 5.76 eV/Å
* LUMO (spin up / spin down): 0.3478 / -1.0906 eV
* total charge: 0
* highest occupied orbital energy (spin up / spin down): -0.2587 / -0.2501 hartree

Geometry (Å):
1 Ni -2.153 -1.106 2.145
2 C -4.815 -4.200 -0.816
3 C -3.379 -3.593 -1.232
4 C -3.086 -3.829 -2.743
5 C -3.741 -2.888 -3.678
6 C -3.233 -1.521 -3.399
7 C -3.518 -1.052 -1.857
8 N -3.101 -2.161 -0.962
9 O -3.375 -1.887 0.423
10 C -4.932 -0.498 -1.671
11 C -2.511 0.052 -1.664
12 C -2.231 -4.367 -0.483
13 H -4.875 -5.244 -1.122
14 H -5.621 -3.849 -1.461
15 H -5.095 -4.118 0.235
16 H -3.510 -4.729 -3.188
17 H -2.012 -3.913 -2.909
18 H -4.796 -2.800 -3.418
19 H -3.484 -3.181 -4.696
20 H -3.790 -0.799 -3.997
21 H -2.164 -1.563 -3.606
22 H -5.054 -0.039 -0.690
23 H -5.724 -1.245 -1.731
24 H -5.168 0.228 -2.448
25 H -2.776 0.885 -2.315
26 H -1.468 -0.208 -1.847
27 H -2.386 0.411 -0.642
28 H -1.191 -4.041 -0.513
29 H -2.138 -5.398 -0.826
30 H -2.341 -4.457 0.598
31 C 1.681 0.349 1.897
32 C 0.900 -0.561 0.826
33 C 1.761 -1.668 0.307
34 O -0.294 -1.012 1.352
35 H 1.072 1.035 2.486
36 H 2.495 0.894 1.418
37 H 2.199 -0.298 2.605
38 H 0.655 0.006 -0.073
39 H 1.142 -2.506 -0.014
40 H 2.506 -1.971 1.043
41 H 2.411 -1.347 -0.506
42 C -1.592 -4.777 -8.496
43 O -0.629 -4.630 -7.483
44 C -1.064 -4.770 -6.138
45 C 0.146 -5.334 -5.339
46 O 1.241 -4.537 -5.056
47 C 1.070 -3.630 -4.021
48 C 0.776 -2.187 -4.446
49 O 1.858 -1.180 -4.593
50 C 2.498 -0.941 -3.318
51 H -1.288 -4.812 -9.542
52 H -2.295 -3.944 -8.486
53 H -2.131 -5.712 -8.341
54 H -1.966 -5.363 -5.988
55 H -1.218 -3.776 -5.718
56 H 0.573 -6.138 -5.940
57 H -0.232 -5.819 -4.439
58 H 1.976 -3.655 -3.415
59 H 0.256 -3.865 -3.335
60 H -0.018 -1.743 -3.847
61 H 0.338 -2.242 -5.443
62 H 1.763 -0.665 -2.563
63 H 3.185 -0.124 -3.540
64 H 3.016 -1.860 -3.043
65 C -2.603 6.709 6.868
66 O -2.746 5.341 6.884
67 C -2.280 4.622 5.725
68 C -0.956 3.988 6.183
69 O -0.085 3.616 5.029
70 C 0.733 4.662 4.488
71 C 1.233 4.192 3.072
72 O 0.229 4.073 2.097
73 C 0.513 3.916 0.760
74 H -3.061 7.172 7.742
75 H -2.908 7.147 5.917
76 H -1.546 6.956 6.768
77 H -2.309 5.152 4.773
78 H -3.028 3.848 5.560
79 H -1.188 3.053 6.694
80 H -0.457 4.589 6.943
81 H 1.603 4.856 5.116
82 H 0.211 5.619 4.462
83 H 1.690 3.204 3.113
84 H 1.976 4.829 2.591
85 H -0.282 4.129 0.045
86 H 0.772 2.858 0.781
87 H 1.328 4.578 0.467
88 C 0.131 9.989 -4.966
89 O -0.482 8.717 -4.673
90 C -1.341 8.218 -5.784
91 C -1.883 6.818 -5.481
92 O -0.878 5.775 -5.181
93 C -0.363 5.622 -3.910
94 C -0.664 4.168 -3.393
95 O 0.456 3.396 -3.141
96 C 0.316 2.194 -2.427
97 H 0.692 9.920 -5.898
98 H 0.747 10.256 -4.107
99 H -0.593 10.799 -5.047
100 H -0.869 8.261 -6.766
101 H -2.174 8.914 -5.691
102 H -2.459 6.397 -6.305
103 H -2.419 6.973 -4.544
104 H -0.655 6.416 -3.223
105 H 0.707 5.803 -4.012
106 H -1.147 3.620 -4.201
107 H -1.410 4.376 -2.625
108 H -0.545 2.095 -1.765
109 H 1.144 1.894 -1.784
110 H 0.222 1.454 -3.221
111 C 2.511 -5.003 0.301
112 O 3.613 -4.726 -0.199
113 N 1.826 -6.188 0.045
114 C 0.703 -6.512 0.943
115 C 2.256 -7.109 -0.945
116 H 1.951 -4.470 1.085
117 H 0.421 -5.737 1.655
118 H 1.093 -7.201 1.693
119 H -0.238 -6.865 0.521
120 H 1.661 -6.965 -1.847
121 H 3.289 -7.002 -1.275
122 H 2.220 -8.152 -0.630
123 C 1.497 -3.316 4.144
124 O 1.420 -4.499 3.843
125 N 2.200 -2.768 5.154
126 C 2.358 -1.280 5.388
127 C 2.975 -3.664 6.065
128 H 1.001 -2.511 3.580
129 H 3.365 -0.948 5.641
130 H 1.738 -1.147 6.275
131 H 2.103 -0.776 4.456
132 H 2.728 -3.589 7.124
133 H 2.457 -4.617 5.953
134 H 4.042 -3.771 5.873
135 C 4.676 2.756 0.825
136 O 4.652 3.828 1.364
137 N 5.593 1.822 1.174
138 C 5.497 0.507 0.617
139 C 6.627 2.009 2.217
140 H 3.893 2.411 0.133
141 H 6.276 0.393 -0.137
142 H 4.546 0.202 0.182
143 H 5.553 -0.272 1.378
144 H 6.171 1.542 3.090
145 H 7.420 1.406 1.772
146 H 7.038 3.008 2.357
147 C -0.939 0.123 4.943
148 O -1.515 -0.556 4.108
149 N -0.941 -0.141 6.290
150 C -0.050 0.690 7.077
151 C -1.551 -1.227 6.970
152 H -0.304 1.006 4.774
153 H 0.468 -0.093 7.630
154 H -0.590 1.259 7.835
155 H 0.803 1.219 6.651
156 H -0.829 -1.776 7.574
157 H -2.063 -0.682 7.763
158 H -2.119 -1.911 6.340

Entry 2:
Formula: C3H5N3OS
Source: OMol25
Level of theory: wB97M-V/def2-TZVPD

Properties
* total energy: -754.8406 hartree
* energy relative to the best compared isomer or geometry (same formula, charge and spin): 124.5 kcal per mole
* max |F|: 6.24 eV/Å
* LUMO: 0.3811 eV
* total charge: 0
* highest occupied orbital energy: -0.3551 hartree

Geometry (Å):
1 C -0.062 2.060 1.480
2 C 0.639 0.165 0.311
3 C -0.396 -1.267 -0.827
4 H -0.965 1.531 1.092
5 H -0.009 3.138 1.117
6 H 0.315 1.977 2.615
7 H -2.515 -2.221 -1.144
8 H 1.405 -2.111 -1.604
9 N 0.944 1.396 0.693
10 N -0.696 -0.610 0.225
11 N 0.940 -1.234 -1.532
12 O 1.731 -0.720 -0.376
13 S -1.331 -2.104 -2.050

Entry 3:
Formula: C3H9N3O
Source: OMol25
Level of theory: wB97M-V/def2-TZVPD

Properties
* total energy: -359.0909 hartree
* energy relative to the best compared isomer or geometry (same formula, charge and spin): 96.4 kcal per mole
* max |F|: 6.51 eV/Å
* LUMO (spin up / spin down): -0.3411 / -0.5440 eV
* total charge: 0
* highest occupied orbital energy (spin up / spin down): -0.2897 / -0.2925 hartree

Geometry (Å):
1 C -0.889 0.739 1.110
2 C -0.770 -0.291 0.004
3 N -1.568 0.010 -1.136
4 N -0.723 -1.615 0.322
5 H -1.242 0.834 -1.630
6 H -1.621 -0.785 -1.764
7 H -0.600 -1.762 1.322
8 H -0.672 1.734 0.716
9 H -1.899 0.746 1.524
10 H -0.176 0.514 1.906
11 N 1.929 0.642 -0.350
12 C 1.153 -0.490 -0.410
13 O 1.446 -1.421 0.480
14 H 2.366 0.852 0.535
15 H 2.286 1.090 -1.179
16 H 0.979 -0.794 -1.451

Entry 4:
Formula: C3H7NO
Source: OMol25
Level of theory: wB97M-V/def2-TZVPD

Properties
* total energy: -248.3386 hartree
* energy relative to the best compared isomer or geometry (same formula, charge and spin): 117.9 kcal per mole
* max |F|: 0.94 eV/Å
* LUMO (spin up / spin down): 0.3967 / 0.3972 eV
* total charge: 0
* highest occupied orbital energy (spin up / spin down): -0.2717 / -0.2718 hartree

Geometry (Å):
1 C 0.338 1.351 0.745
2 N -0.006 -0.068 0.511
3 C -1.329 -0.475 0.035
4 O -1.991 0.443 -0.395
5 C 0.267 -1.285 -0.960
6 H -0.172 1.945 -0.016
7 H 1.419 1.490 0.704
8 H -0.022 1.692 1.724
9 H 0.305 -0.706 1.232
10 H 1.347 -1.128 -0.915
11 H -0.150 -0.947 -1.905
12 H -0.005 -2.312 -0.760

Entry 5:
Formula: C7H13BIN5O
Source: OMol25
Level of theory: wB97M-V/def2-TZVPD

Properties
* total energy: -946.0728 hartree
* max |F|: 1.26 eV/Å
* LUMO: -0.8816 eV
* total charge: 0
* highest occupied orbital energy: -0.3384 hartree

Geometry (Å):
1 C -0.463 -3.123 -0.978
2 C 0.429 -3.481 0.221
3 C -0.035 -2.884 1.549
4 I -1.985 -3.651 2.077
5 C -0.071 -1.384 1.378
6 N -1.225 -0.766 1.219
7 N -1.181 0.538 1.014
8 C 0.017 1.107 0.993
9 B 0.090 2.679 0.694
10 O -0.018 3.543 1.714
11 N 0.235 3.143 -0.693
12 C 1.288 2.396 -1.402
13 C -1.053 2.866 -1.371
14 N 1.170 0.484 1.190
15 N 1.121 -0.819 1.389
16 H 0.071 -2.517 -1.701
17 H -1.386 -2.645 -0.680
18 H -0.753 -4.035 -1.488
19 H 1.399 -3.023 0.038
20 H 0.594 -4.548 0.304
21 H 0.661 -3.137 2.334
22 H 0.573 4.307 1.594
23 H 2.183 2.261 -0.805
24 H 0.959 1.393 -1.695
25 H 1.543 2.916 -2.319
26 H -1.852 3.274 -0.759
27 H -1.251 1.795 -1.456
28 H -1.061 3.311 -2.359